55
Properties=species:S:1:pos:R:3:forces:R:3 method="wB97M-V/def2-TZVPD" relative_energy_kj_mol=13.62 total_energy_ha=-2209.08508 total_charge=0 smiles="CCOc1ccc(NC(=O)COC(=O)Cc2ccc(S(=O)(=O)N3CCOCC3)s2)cc1" lumo_energy_ev=0.0991 spin_multiplicity=1
C -5.377908 3.722704 -0.802793 0.3 -0.3 0.0
C -4.204273 2.849067 -1.216665 -0.1 0.3 -0.2
O -4.209123 1.704190 -0.385386 -0.1 0.0 0.1
C -3.233433 0.773882 -0.538369 0.1 -0.3 0.1
C -2.207127 0.835078 -1.477087 -0.3 0.2 0.0
C -1.255194 -0.166256 -1.526084 0.0 -0.2 0.2
C -1.305185 -1.244483 -0.651145 -0.3 0.2 0.0
N -0.308876 -2.225816 -0.765964 0.2 0.2 -0.4
C -0.141901 -3.358803 -0.051788 0.7 -0.1 -0.3
O -0.850500 -3.755377 0.845150 -0.2 -0.2 0.2
C 1.075260 -4.180203 -0.507231 -0.4 -0.5 0.1
O 2.104550 -3.341998 -1.018659 -0.2 0.1 0.3
C 2.634099 -3.619366 -2.214674 0.2 0.0 -0.4
O 2.332103 -4.557250 -2.895784 0.0 0.0 0.0
C 3.667144 -2.562746 -2.602034 -0.2 -0.1 0.1
C 3.693344 -1.436606 -1.630078 -0.1 0.6 0.1
C 4.563892 -1.236114 -0.601070 -0.2 0.0 -0.4
C 4.206299 -0.142904 0.216367 -0.2 0.4 0.2
C 3.067276 0.471080 -0.201780 -0.4 0.2 0.1
S 2.206747 1.807544 0.576874 0.1 -0.6 -0.2
O 3.012081 2.222587 1.690173 0.1 -0.2 0.1
O 1.850333 2.780089 -0.409661 -0.2 0.0 -0.2
N 0.798970 1.016673 1.022890 0.9 0.4 -0.5
C 0.957951 0.056614 2.100432 0.1 -0.2 0.6
C 0.956039 0.746859 3.468889 0.2 -0.2 -0.1
O -0.189825 1.553878 3.629835 -0.2 -0.1 0.1
C -0.260493 2.542654 2.626063 -0.1 0.1 -0.3
C -0.335307 1.899026 1.240714 -0.3 0.5 0.2
S 2.418236 -0.251818 -1.613687 0.6 -0.3 -0.1
C -2.334487 -1.313506 0.284601 0.0 -0.1 0.1
C -3.282746 -0.314948 0.336157 -0.1 0.4 -0.2
H -5.275107 4.011969 0.239312 0.0 0.1 0.1
H -5.410237 4.615591 -1.420320 0.0 0.1 -0.1
H -6.307964 3.173345 -0.919022 -0.1 0.0 0.0
H -4.306318 2.550605 -2.269249 0.1 0.0 0.1
H -3.260057 3.398087 -1.095673 -0.1 -0.1 -0.1
H -2.132791 1.656212 -2.171100 0.0 0.1 -0.1
H -0.462039 -0.102853 -2.256808 0.1 0.0 -0.1
H 0.394248 -2.014931 -1.462190 -0.1 -0.1 0.3
H 0.763907 -4.896107 -1.278318 0.0 0.1 0.2
H 1.460566 -4.733595 0.353212 -0.1 0.2 -0.1
H 3.417667 -2.223160 -3.609546 0.1 -0.1 0.0
H 4.640932 -3.055089 -2.647129 -0.1 0.0 0.0
H 5.428295 -1.850390 -0.425198 0.1 -0.2 0.0
H 4.751390 0.187427 1.081307 0.1 0.1 0.2
H 1.898608 -0.474162 1.944999 -0.1 -0.2 0.1
H 0.124580 -0.650180 2.032681 0.1 0.0 0.0
H 0.922416 0.008384 4.271460 0.1 0.0 -0.1
H 1.863584 1.359570 3.562318 -0.1 -0.1 0.1
H -1.160636 3.123112 2.834358 0.1 0.0 -0.1
H 0.623691 3.196047 2.676038 -0.1 0.0 0.0
H -0.309605 2.652412 0.454436 -0.3 0.0 0.0
H -1.243682 1.297033 1.155536 0.1 0.0 0.0
H -2.386764 -2.148701 0.962665 0.0 0.0 0.0
H -4.082628 -0.354357 1.058024 -0.1 0.0 0.1

***

47
Properties=species:S:1:pos:R:3:forces:R:3 method="wB97M-V/def2-TZVPD" relative_energy_kj_mol=17.41 total_energy_ha=-940.58319 total_charge=+1 smiles="Cc1ccc(C(c2ccc(C)cc2)[N+]2=C3NCCN3CC2)cc1" lumo_energy_ev=-2.2786 spin_multiplicity=1
C -4.980828 -1.813513 1.808185 -0.2 -0.2 0.2
C -3.622582 -1.237794 1.561692 0.1 0.1 0.1
C -3.417561 0.136453 1.694608 0.2 0.1 -0.2
C -2.180471 0.696024 1.389621 -0.1 -0.3 0.1
C -1.130093 -0.112002 0.948907 0.0 0.0 0.0
C 0.173926 0.574494 0.582235 -0.5 0.1 1.0
C 1.460643 -0.016795 1.115219 0.4 -0.2 0.4
C 2.644856 0.727321 0.967958 -0.1 -0.4 0.0
C 3.875586 0.141172 1.242056 -0.2 0.1 0.0
C 3.952152 -1.194611 1.651193 0.0 0.0 0.0
C 5.283703 -1.862223 1.804531 0.4 -0.2 0.1
C 2.774013 -1.876957 1.936533 -0.1 0.2 0.1
C 1.538495 -1.276339 1.717437 0.0 0.1 -0.3
N 0.253334 0.682386 -0.860434 -0.9 1.4 -1.3
C -0.473584 1.533148 -1.627333 0.5 -0.6 0.1
N -1.456572 2.435749 -1.465773 0.6 -0.8 1.2
C -1.800149 3.050232 -2.745450 -0.4 0.6 0.0
C -0.935709 2.298869 -3.757092 0.2 -0.4 -0.8
N -0.128501 1.448098 -2.907419 0.0 0.3 0.2
C 0.882641 0.446709 -3.133148 0.2 -0.4 -0.9
C 1.231385 -0.000194 -1.713552 0.8 -0.3 0.1
C -1.335831 -1.490277 0.802383 -0.3 0.0 0.1
C -2.555032 -2.055317 1.187199 0.2 0.3 -0.4
H -4.923210 -2.901494 1.875268 -0.1 0.1 0.1
H -5.395838 -1.417488 2.739681 0.0 -0.1 -0.1
H -5.689080 -1.564026 1.007292 0.2 0.0 0.1
H -4.233461 0.771976 2.039546 0.2 -0.1 -0.1
H -2.026140 1.774967 1.481815 0.0 -0.3 0.2
H 0.115621 1.597169 0.985648 0.0 -0.1 -0.1
H 2.598694 1.757301 0.605881 0.0 -0.2 0.1
H 4.795143 0.713242 1.127306 -0.2 -0.1 -0.1
H 5.177683 -2.951616 1.842851 0.0 0.2 0.0
H 5.957564 -1.613287 0.975212 -0.2 0.0 0.2
H 5.777623 -1.540643 2.730171 -0.1 -0.1 -0.1
H 2.805606 -2.887750 2.341485 0.1 0.2 -0.1
H 0.635204 -1.817789 1.983686 0.3 0.1 -0.1
H -1.824285 2.715227 -0.562907 0.1 -0.2 -0.4
H -1.568768 4.120917 -2.730125 -0.1 -0.2 0.0
H -2.860766 2.902869 -2.960930 0.1 0.2 0.1
H -0.308578 2.960556 -4.366181 -0.1 -0.1 0.2
H -1.555024 1.694020 -4.432816 0.2 0.1 0.1
H 1.767935 0.856303 -3.634373 -0.3 0.0 0.0
H 0.501142 -0.373642 -3.755438 0.0 0.2 0.1
H 1.195015 -1.094293 -1.594869 -0.1 0.4 0.1
H 2.248674 0.341694 -1.471616 -0.4 -0.3 0.1
H -0.556369 -2.140175 0.394445 -0.3 0.3 0.2
H -2.688187 -3.138649 1.179408 0.0 0.3 -0.2

***

52
Properties=species:S:1:pos:R:3:forces:R:3 method="wB97M-V/def2-TZVPD" relative_energy_kj_mol=258.20 total_energy_ha=-1619.44245 total_charge=0 smiles="Cc1ccc(-c2nn(C)c(=O)c3ccccc23)cc1S(=O)(=O)NCCN(C)C" lumo_energy_ev=0.0896 spin_multiplicity=1
C -3.400336 -2.571406 0.849318 -0.2 -0.1 0.1
C -1.998563 -2.090610 0.674981 0.0 -0.1 0.2
C -1.009486 -2.447602 1.591126 -0.1 0.1 -0.2
C 0.289159 -1.996729 1.466030 0.0 0.2 -0.1
C 0.653429 -1.167050 0.407346 -0.4 -0.2 0.1
C 2.043273 -0.707681 0.268767 0.5 -0.3 0.0
N 2.954166 -1.612211 0.442365 -1.1 -0.2 0.0
N 4.238485 -1.326333 0.292195 0.4 0.4 -0.1
C 5.155003 -2.424443 0.504042 0.4 -0.2 0.0
C 4.753845 -0.100852 -0.087080 -0.1 -0.2 0.0
O 5.952082 0.041417 -0.248539 0.1 0.1 0.0
C 3.746115 0.950713 -0.236704 -0.4 0.1 0.0
C 4.151974 2.250566 -0.544140 0.1 -0.1 0.0
C 3.221709 3.260110 -0.634554 0.1 0.0 0.0
C 1.875664 2.988407 -0.393545 -0.1 0.0 0.0
C 1.459330 1.711518 -0.095196 0.0 0.0 0.0
C 2.383668 0.660852 -0.038653 0.6 0.2 -0.1
C -0.318426 -0.827417 -0.528530 0.3 0.0 0.0
C -1.616632 -1.277098 -0.384635 -0.2 0.2 -0.4
S -2.777935 -0.679511 -1.611703 -0.4 0.4 0.1
O -3.739802 -1.676830 -1.981799 0.0 0.0 0.2
O -2.036448 -0.036285 -2.660101 0.2 0.0 0.2
N -3.598206 0.469279 -0.694495 0.3 -0.8 -0.4
C -2.916717 1.745591 -0.626184 0.2 0.7 0.2
C -3.450318 2.663091 0.489886 0.2 -0.2 -0.2
N -3.351237 2.190533 1.852640 0.0 0.0 0.0
C -2.023058 1.770385 2.240842 -0.1 0.1 0.0
C -4.356625 1.217901 2.221732 0.0 0.0 0.1
H -3.412771 -3.523563 1.374897 0.0 0.0 0.0
H -3.889617 -2.674330 -0.114111 -0.1 -0.1 0.2
H -3.969305 -1.853331 1.440881 -0.1 0.0 0.0
H -1.272729 -3.090633 2.418185 -0.1 -0.1 0.1
H 1.039788 -2.282212 2.186517 0.1 0.0 0.1
H 5.784275 -2.221466 1.371766 0.0 0.0 0.0
H 5.800186 -2.533099 -0.367911 0.0 0.0 0.1
H 4.568825 -3.324973 0.663420 0.0 0.1 0.0
H 5.205240 2.430331 -0.696697 0.1 0.0 0.0
H 3.531838 4.265496 -0.875693 0.0 0.1 0.0
H 1.152949 3.789965 -0.438548 -0.1 0.1 0.0
H 0.419475 1.514931 0.113793 -0.1 0.0 0.0
H -0.080752 -0.240807 -1.402634 0.1 0.1 0.0
H -4.561488 0.542388 -0.988616 -0.2 -0.2 -0.2
H -1.866157 1.513111 -0.445784 0.1 0.2 0.0
H -2.972938 2.281726 -1.582624 0.1 0.0 0.1
H -2.886353 3.600313 0.426453 -0.1 0.0 -0.1
H -4.501469 2.888808 0.295458 0.0 0.1 0.0
H -1.303769 2.529876 1.937508 0.1 0.0 0.0
H -1.725592 0.800594 1.812983 0.1 0.0 0.0
H -1.991971 1.684237 3.327267 0.1 0.0 0.0
H -5.342824 1.624666 2.002977 -0.1 0.0 0.0
H -4.243197 0.262003 1.695412 0.0 0.0 0.1
H -4.287621 1.041445 3.295196 -0.1 0.0 0.0

***

53
Properties=species:S:1:pos:R:3:forces:R:3 method="wB97M-V/def2-TZVPD" relative_energy_kj_mol=268.69 total_energy_ha=-1694.69889 total_charge=0 smiles="CCOC(=O)N1CCN(C(=O)CSc2ccc(-c3ccc(OC)cc3)nn2)CC1" lumo_energy_ev=0.6026 spin_multiplicity=1
C 1.419791 4.442986 5.298810 0.0 -0.4 0.1
C 1.722334 3.219894 6.152442 -0.1 0.5 0.2
O 1.527472 2.007005 5.426297 -0.1 -0.2 -0.2
C 0.251809 1.568669 5.348353 0.1 -0.2 0.1
O -0.691977 2.125730 5.858791 -0.2 0.4 0.2
N 0.154538 0.406228 4.659491 0.1 -0.1 0.0
C -1.144461 -0.176152 4.413720 -0.4 0.2 -0.1
C -1.434245 -0.185467 2.905389 -0.2 -0.1 0.4
N -0.362847 -0.868689 2.219540 0.2 0.3 0.0
C -0.411013 -2.083621 1.627856 -0.2 0.0 0.0
O 0.584703 -2.650400 1.230084 0.2 -0.1 0.0
C -1.801636 -2.693341 1.475136 0.1 -0.5 -0.5
S -1.698317 -4.133008 0.377677 -0.3 -0.1 0.4
C -1.219245 -3.314666 -1.089155 0.0 -0.1 -0.3
C -0.812464 -4.059075 -2.206834 0.0 0.3 0.1
C -0.445587 -3.351251 -3.321309 -0.1 0.2 0.3
C -0.506920 -1.943326 -3.259754 -0.1 -0.7 0.3
C -0.148723 -1.085962 -4.389764 0.0 0.4 -0.3
C -0.664863 0.205935 -4.462021 0.1 -0.3 0.0
C -0.367855 1.040710 -5.521247 0.1 0.2 -0.3
C 0.470473 0.598124 -6.540835 0.0 -0.2 0.1
O 0.827244 1.325347 -7.632372 0.1 -0.3 0.1
C 0.324544 2.632784 -7.766753 -0.1 0.2 0.0
C 1.007528 -0.689183 -6.465373 0.0 0.2 -0.2
C 0.701842 -1.517074 -5.409593 -0.1 0.1 0.1
N -0.929285 -1.330158 -2.159984 0.3 0.7 -0.9
N -1.277081 -1.992867 -1.102681 -0.3 -0.6 0.8
C 0.926347 -0.245534 2.445966 0.4 -0.2 0.1
C 1.238506 -0.231569 3.946495 0.3 0.1 -0.3
H 2.021433 4.429741 4.392899 0.1 0.1 -0.1
H 0.367085 4.450373 5.027642 -0.1 0.0 0.0
H 1.644539 5.344035 5.862106 0.0 0.1 0.0
H 1.079667 3.211265 7.038476 0.2 0.0 -0.1
H 2.772013 3.198014 6.453097 -0.1 0.0 0.0
H -1.886495 0.418024 4.948796 0.1 -0.1 -0.1
H -1.152474 -1.203766 4.795800 0.0 0.0 0.0
H -2.393557 -0.660627 2.716297 0.0 0.0 0.0
H -1.475315 0.847478 2.541516 -0.1 -0.1 0.0
H -2.498901 -1.988785 1.025671 0.0 0.0 0.2
H -2.177948 -3.066149 2.427751 -0.1 0.0 0.0
H -0.800679 -5.137165 -2.168491 0.0 -0.1 0.0
H -0.140774 -3.856230 -4.224772 0.0 0.0 -0.1
H -1.312261 0.545173 -3.668788 0.0 0.0 0.0
H -0.794444 2.031229 -5.543678 0.0 0.1 0.0
H -0.768637 2.639039 -7.825179 0.0 0.0 0.0
H 0.736399 3.011868 -8.700732 -0.1 0.0 0.1
H 0.648797 3.275010 -6.941728 0.0 0.0 0.0
H 1.667402 -1.013855 -7.254459 0.1 0.0 -0.1
H 1.149627 -2.498406 -5.369762 0.0 -0.1 0.0
H 1.677838 -0.819141 1.902493 -0.1 0.1 0.1
H 0.895167 0.778519 2.060631 0.0 0.0 0.0
H 2.164183 0.305630 4.141940 -0.1 -0.1 0.0
H 1.336721 -1.263349 4.304101 0.1 0.0 -0.1